Record 1
The following is a quantum chemistry calculation of 7 unconnected molecules or ions with the total composition C8H30N6O7 in a non-equilibrium geometry, from the Open Molecules 2025 dataset.

Output
**<S²>**: 0.75
**2S+1**: 2
**LUMO level (spin up / spin down)**: 2.34 / 2.31 eV
**Max |F|**: 0.0865 hartree/bohr
**Total charge**: -1
**E**: -1177.99693 Ha

Positions of all 51 atoms, in Å:
C1 3.332 -0.157 -1.582
O1 1.900 -0.230 -1.761
H1 3.699 0.589 -2.286
H2 3.597 0.149 -0.569
H3 3.703 -1.168 -1.753
H4 1.780 -0.599 -2.640
C2 0.047 0.528 1.217
O2 0.764 -0.599 0.727
H5 0.680 1.353 1.542
H6 -0.630 0.896 0.446
H7 -0.746 0.210 1.893
H8 1.218 -0.394 -0.093
C3 -3.412 2.324 2.933
O3 -3.314 3.106 4.039
H9 -2.463 2.129 2.432
H10 -3.857 1.426 3.362
H11 -4.087 2.736 2.183
H12 -3.465 2.487 4.757
C4 1.248 3.217 -1.096
O4 2.239 3.378 -0.419
N1 0.471 4.189 -1.504
N2 0.765 2.072 -1.384
H13 0.568 5.170 -1.283
H14 -0.146 3.907 -2.252
H15 -0.009 1.999 -2.028
H16 1.436 1.321 -1.306
C5 4.593 -3.683 0.205
O5 5.670 -3.218 -0.158
N3 3.462 -3.053 0.531
N4 4.452 -4.965 0.400
H17 2.624 -3.512 0.857
H18 3.467 -2.055 0.379
H19 5.348 -5.403 0.241
H20 3.686 -5.300 0.967
C6 -1.798 -3.182 0.506
O6 -2.770 -3.870 0.475
N5 -1.364 -2.582 1.608
N6 -0.969 -3.024 -0.491
H21 -1.927 -2.647 2.444
H22 -0.456 -2.141 1.630
H23 -1.248 -3.451 -1.362
H24 -0.066 -2.576 -0.421
C7 -2.982 0.793 -0.906
C8 -3.064 2.312 -1.041
O7 -3.166 2.607 -2.457
H25 -3.740 0.228 -1.448
H26 -3.001 0.431 0.122
H27 -2.102 0.458 -1.456
H28 -2.194 2.917 -0.789
H29 -3.913 2.811 -0.573
H30 -3.859 2.066 -2.841


Record 2
The following is a quantum chemistry calculation of C12H15BrO2 in the gas phase in a non-equilibrium geometry, from the Open Molecules 2025 dataset.

Output
**<S²>**: 2.01
**2S+1**: 3
**LUMO level (spin up / spin down)**: 0.78 / -0.27 eV
**Max |F|**: 0.1112 hartree/bohr
**E**: -3190.52312 Ha

Positions of all 30 atoms, in Å:
C1 1.514 0.954 -1.415
C2 1.122 -0.322 -1.264
C3 0.617 2.043 -1.399
C4 -0.114 -0.591 -0.646
C5 -1.027 0.446 -0.517
C6 -0.659 1.771 -0.949
C7 -0.489 -1.999 -0.425
C8 0.138 -2.522 1.009
C9 -0.365 -1.690 2.133
C10 1.687 -2.624 0.992
C11 -1.509 3.735 -1.971
C12 -0.207 0.452 2.999
O1 -1.625 2.776 -0.961
O2 0.202 -0.608 2.376
Br1 -2.158 -1.793 2.952
H1 2.537 1.149 -1.702
H2 1.812 -1.206 -1.580
H3 0.977 2.902 -1.880
H4 -1.540 -2.213 -0.385
H5 -0.119 -2.641 -1.226
H6 -0.273 -3.452 1.181
H7 1.942 -3.347 0.079
H8 2.094 -3.166 1.796
H9 2.213 -1.753 0.737
H10 -0.737 3.400 -2.738
H11 -1.120 4.687 -1.427
H12 -2.397 3.859 -2.531
H13 0.624 1.071 3.264
H14 -1.140 0.421 3.576
H15 -2.001 0.260 -0.076